(1)
Below is a 8-piece molecular cluster, C28H42NO24 overall at a distorted geometry, with properties calculated with the ωB97M-V functional and the def2-TZVPD basis.

```
95
Properties=species:S:1:pos:R:3:forces:R:3
N -62.66030 4.32584 17.94604 -0.3 -3.3 3.0
O -61.81808 4.92886 18.64620 1.0 0.0 -1.0
O -62.60657 3.07060 17.75295 2.1 -0.1 -0.7
O -63.73827 4.79180 17.74225 -2.8 3.2 -1.6
C -64.74045 6.39004 20.70741 -0.2 -0.7 -1.2
C -65.46341 5.01566 20.57832 2.4 -1.3 0.4
C -64.43785 3.87706 20.97835 0.3 0.5 -3.0
O -64.88470 3.21905 22.13655 -0.8 -0.1 0.1
C -66.06975 3.72184 22.42873 -5.1 -1.1 3.7
O -66.89845 3.34472 23.34945 4.5 1.6 -4.3
O -66.42745 4.71527 21.57873 -1.1 0.7 0.1
H -63.80311 6.32588 20.02193 -1.6 0.1 1.0
H -64.38780 6.62285 21.76208 -0.9 0.0 -1.3
H -65.52553 7.00428 20.18477 1.2 0.7 1.1
H -65.82090 4.95041 19.48779 0.0 -0.3 1.9
H -63.54919 4.41421 21.25397 0.9 -0.5 -0.3
H -64.37976 3.19701 20.06590 0.6 0.4 1.5
C -60.54097 7.40475 20.07015 1.0 0.0 0.7
C -60.41634 6.40121 21.29454 1.3 0.5 -2.1
C -59.01243 5.84683 21.66467 -9.2 -6.1 -0.8
O -59.01779 5.87213 22.99998 4.5 -3.4 2.6
C -59.79749 6.67253 23.51945 -5.4 4.2 4.4
O -59.91148 7.05387 24.72481 0.6 -1.5 -5.4
O -60.69074 7.03958 22.45910 -0.6 2.4 4.2
H -60.52171 6.75426 19.13007 0.1 1.5 1.1
H -59.90487 8.40972 20.11604 -0.5 -2.6 -0.2
H -61.50718 7.83848 20.25660 -0.9 -0.1 -0.5
H -61.20598 5.64213 21.18198 0.6 -0.3 -0.4
H -58.25226 6.21295 21.34797 8.9 5.9 -4.0
H -58.89321 4.83746 21.26312 -0.4 -0.5 0.6
C -59.73219 0.76585 19.30606 -6.2 -4.2 6.1
C -60.65595 1.69743 20.01074 2.8 2.8 -0.6
C -61.85820 1.07546 20.57906 3.3 -2.3 2.7
O -62.00531 1.79979 21.74381 -1.7 0.5 2.2
C -60.79622 2.31582 22.19933 -3.0 2.9 3.6
O -60.69457 2.98176 23.26123 -0.2 -2.8 -3.7
O -59.96472 2.18118 21.25748 2.9 -0.6 -2.0
H -59.67870 -0.11847 20.09691 0.8 1.6 -2.0
H -58.94923 1.08927 18.91610 7.6 3.3 -2.1
H -60.15954 0.39844 18.45056 -2.1 -1.3 -2.0
H -60.76988 2.74564 19.46723 -0.6 -2.4 0.8
H -61.91804 -0.06814 20.73564 1.3 1.3 0.5
H -62.48283 1.05628 19.83656 -5.1 1.6 -3.5
C -65.61874 8.28005 17.10368 0.1 0.5 -2.8
C -64.12517 8.66563 17.28707 -1.6 -1.1 0.8
C -63.07671 7.62759 16.63887 -2.6 1.9 0.4
O -62.32291 8.52735 15.93980 3.6 0.8 -2.1
C -62.82231 9.72848 15.73890 -1.1 1.8 -2.0
O -62.49292 10.56412 14.89420 -0.3 -2.2 2.6
O -63.91424 9.84232 16.53355 0.5 0.8 -0.8
H -65.80835 7.95616 15.88036 0.3 1.6 3.4
H -66.19371 9.21501 17.51230 0.5 -2.2 -1.1
H -65.84705 7.32489 17.56338 -0.1 0.2 0.7
H -64.08147 9.06358 18.34359 0.8 -1.3 -0.7
H -63.44225 6.91264 15.93021 -1.5 -0.1 -0.6
H -62.46775 6.97961 17.15494 1.4 -0.7 2.5
C -62.10136 5.04175 14.14951 -5.5 0.0 -0.2
C -61.93136 3.76946 13.30048 2.6 0.9 3.6
C -61.93706 2.41278 14.12585 -4.1 5.0 -2.1
O -63.08403 1.85566 13.52358 0.5 -3.7 3.9
C -63.61085 2.55712 12.62049 -4.4 -3.6 -5.9
O -64.49162 2.08224 11.84975 2.1 2.3 2.7
O -62.90908 3.59651 12.38168 -0.6 3.3 -2.0
H -61.47688 5.22887 14.96926 1.3 -0.4 1.1
H -63.26764 4.94703 14.63649 3.0 0.5 -1.2
H -62.07365 5.96597 13.52580 -0.2 -0.8 0.3
H -61.02252 4.00855 12.83816 1.5 -0.6 -1.3
H -62.09195 2.58813 15.12786 -0.9 0.7 2.5
H -61.17959 1.81192 14.11225 4.7 -3.6 -1.2
C -66.39996 4.32658 14.72876 -1.1 -4.3 -1.3
C -65.82860 3.16485 15.40926 -0.8 -1.8 0.4
C -66.23320 3.06389 16.88766 1.4 3.1 2.7
O -67.07163 1.98211 17.01002 -1.4 -2.3 0.0
C -67.24385 1.34957 15.81929 -2.6 -3.2 -1.2
O -67.94186 0.31503 15.55075 3.0 4.5 1.9
O -66.61132 2.04502 14.89539 0.7 -0.6 -1.2
H -66.34549 4.41888 13.70302 0.5 -0.9 -2.6
H -66.05053 5.16503 14.99080 2.7 6.5 2.9
H -67.40668 4.25424 14.94051 -2.4 0.3 0.5
H -64.76407 2.88012 15.32206 -0.5 0.5 -0.3
H -66.91231 4.06254 17.44471 2.5 -2.7 -1.9
H -65.21553 2.83564 17.39710 -2.0 0.8 0.1
C -58.32885 4.97296 18.07094 -5.8 2.2 -4.8
C -58.16171 3.93453 17.03531 5.1 -2.9 3.8
C -59.26826 3.38161 16.30308 -1.6 0.0 -0.3
O -59.06919 3.93268 15.01577 -0.5 0.6 -0.9
C -57.81133 4.44327 14.98134 0.0 2.4 -5.4
O -57.25443 5.00457 14.06532 -1.6 -0.8 -1.0
O -57.20106 4.39341 16.05970 0.6 -1.2 5.2
H -59.11296 5.81242 17.56432 2.0 -1.9 1.5
H -57.46870 5.43483 18.21042 3.9 2.0 1.1
H -58.82078 4.62657 18.89355 -1.1 -1.0 2.4
H -57.56630 3.10020 17.59175 -1.0 0.9 -0.9
H -60.14535 3.60472 16.88216 -1.2 1.1 -0.5
H -59.41509 2.34653 16.18074 0.9 -1.7 0.0
```
Positions in Å, forces in eV/Å.

Values from the calculation:
2S+1: 1
Total charge: -1
Electronic energy (Eh): -2952.29003
HOMO-LUMO gap (Eh): 0.3498

Mulliken population analysis, charges in e, atoms 1 to 5: N -0.341; O 0.225; O -0.752; O 0.070; C -0.985



(2)
Below is C3H2N2O2 as an isolated structure at a distorted geometry, with properties calculated with the ωB97M-V functional and the def2-TZVPD basis.

```
9
Properties=species:S:1:pos:R:3:forces:R:3
C -1.51914 -0.82308 0.04638 -0.8 0.7 -1.0
C 0.92686 -0.69275 -1.27885 -0.6 0.3 -1.9
C -0.47273 -0.64959 -1.09949 -0.8 0.5 1.8
N -0.55137 -0.60305 0.84506 1.1 1.6 -1.2
N 0.20116 0.47475 -1.56599 0.8 -1.0 0.0
O -2.69395 -0.87041 -0.00363 -1.7 -0.7 -0.2
O 1.95481 -1.22297 -1.38940 1.7 -0.5 0.4
H -0.31786 -1.16862 1.58855 0.7 -1.6 1.9
H 0.31677 1.41016 -1.22492 -0.4 0.6 0.2
```
Positions in Å, forces in eV/Å.

Values from the calculation:
2S+1: 1
Total charge: 0
Electronic energy (Eh): -375.34854
HOMO-LUMO gap (spin up / spin down) (Eh): 0.3413 / 0.3414

Mulliken population analysis, charges in e, atoms 1 to 5: C 0.466; C 0.422; C 0.267; N -0.462; N -0.314



(3)
Below is a 2-piece molecular cluster, C11H14N2O overall at a distorted geometry, with properties calculated with the ωB97M-V functional and the def2-TZVPD basis.

```
28
Properties=species:S:1:pos:R:3:forces:R:3
C -1.28199 2.51625 2.03783 0.5 0.4 -0.2
C -1.27556 1.21346 1.29582 0.0 0.9 0.6
C -2.03319 0.92028 0.21473 0.5 -0.2 -0.8
N -1.76228 -0.36141 -0.20150 -0.3 -0.1 0.0
C -0.87119 -0.92573 0.65810 0.0 -0.1 0.3
C -0.51646 -2.26551 0.78936 0.0 -0.4 0.2
C 0.25868 -2.64194 1.86531 -0.2 -0.2 -0.1
C 0.72770 -1.68581 2.77600 0.3 0.1 -0.2
C 0.33105 -0.37621 2.66243 0.2 1.1 0.0
C -0.49517 0.05134 1.61294 -0.7 -1.1 -0.3
H -1.31774 3.40174 1.39546 -0.1 -0.3 -0.3
H -0.32635 2.61522 2.55815 -0.2 0.0 0.4
H -2.12275 2.64125 2.71836 0.1 -0.3 0.3
H -2.62656 1.55875 -0.41140 -0.2 0.1 0.1
H -2.12747 -0.80535 -1.02244 -0.1 0.1 0.0
H -0.93004 -3.03257 0.15035 -0.1 0.0 -0.2
H 0.40681 -3.70182 2.04743 0.3 0.1 -0.1
H 1.46257 -1.96135 3.52201 -0.3 -0.1 0.2
H 0.67269 0.38993 3.35483 0.0 -0.3 0.2
C 2.04199 1.06488 -3.74824 -0.4 -0.3 -0.5
C 1.03552 0.32541 -2.90000 0.3 0.4 0.7
N 1.44143 -0.85528 -2.30456 -0.4 0.1 -0.3
O -0.01098 0.85673 -2.59097 -0.1 -0.1 -0.1
H 1.56267 1.30001 -4.69613 0.0 0.0 -0.1
H 2.95442 0.50565 -3.94769 0.1 0.2 0.2
H 2.20783 2.02392 -3.26033 0.3 -0.1 0.1
H 0.72860 -1.21538 -1.68911 -0.1 -0.2 0.1
H 1.86580 -1.55644 -2.88673 0.4 0.0 0.0
```
Positions in Å, forces in eV/Å.

Values from the calculation:
2S+1: 1
Structure (SMILES): Cc1c[nH]c2ccccc12.CC(N)=O
Total charge: 0
Electronic energy (Eh): -612.33155
HOMO-LUMO gap (Eh): 0.3112

Mulliken population analysis, charges in e, atoms 1 to 5: C -1.332; C 0.546; C -0.733; N 0.158; C -0.362



(4)
Below is one molecule with the formula C5H4F4O at a distorted geometry, with properties calculated with the ωB97M-V functional and the def2-TZVPD basis.

```
14
Properties=species:S:1:pos:R:3:forces:R:3
C 0.36344 0.26299 0.90577 3.9 1.8 -0.6
C -0.05317 0.94319 -0.38204 -3.9 -1.2 -1.3
F 0.16569 2.27104 -0.44948 0.5 0.5 0.3
C 0.26955 0.23613 -1.68402 -1.5 0.2 1.8
F 1.53283 -0.07812 -1.79834 1.4 -0.4 -1.1
C -0.78024 -0.23344 -2.35976 0.4 1.7 2.7
O -2.02668 0.07108 -1.82000 0.6 -0.1 -1.1
C -1.88498 0.77434 -0.66420 2.2 -1.3 1.7
F -2.59378 0.09383 0.28729 0.9 -0.3 0.3
F -2.50239 1.90870 -0.71917 -0.1 2.1 -0.6
H 0.33339 0.93337 1.73170 -0.9 0.7 0.6
H 1.48980 -0.03020 1.04129 -1.9 0.2 -1.2
H -0.24122 -0.54746 1.02385 -1.5 -2.3 0.7
H -0.80290 -0.83781 -3.17705 -0.1 -1.5 -2.2
```
Positions in Å, forces in eV/Å.

Values from the calculation:
2S+1: 1
Structure (SMILES): C[C@@]1(F)C(F)=COC1(F)F
Total charge: 0
Electronic energy (Eh): -667.55823
HOMO-LUMO gap (Eh): 0.3914

Mulliken population analysis, charges in e, atoms 1 to 5: C -1.275; C 0.949; F -0.335; C 0.145; F -0.271



(5)
Below is C5H10F9N3O9OsPS3 as an isolated structure at a distorted geometry, with properties calculated with the ωB97M-V functional and the def2-TZVPD basis.

```
41
Properties=species:S:1:pos:R:3:forces:R:3
Os 0.78582 1.42812 -0.66721 -1.7 -1.7 0.0
F -0.90527 0.96965 -5.33596 0.1 -0.3 0.3
C -1.71738 1.24024 -4.35726 -0.1 0.5 -0.3
F -2.96333 1.14947 -4.71199 0.2 -0.4 0.3
F -1.46314 2.42164 -3.82991 0.0 0.3 -0.1
S -1.35371 0.11977 -2.83147 -2.2 -0.3 1.9
O -0.06149 0.72353 -2.32946 2.3 0.9 0.6
O -1.28641 -1.28773 -2.95082 0.2 0.1 -0.6
N -2.45490 0.63446 -1.80240 0.1 0.0 0.0
S -2.28010 0.90911 -0.26494 -1.0 -1.9 -2.0
O -2.14413 -0.24650 0.55736 -0.6 0.4 0.5
O -1.09560 1.83796 -0.13754 2.2 1.2 0.5
C -3.73888 2.08806 0.11691 -0.3 0.4 -0.1
F -3.45909 2.69767 1.23952 0.2 -0.2 0.1
F -4.86339 1.43721 0.18848 0.4 -0.3 -0.1
F -3.72028 2.91667 -0.89224 -0.1 0.2 -0.1
F 4.05270 4.39293 0.66923 -0.1 -0.4 0.1
C 3.95650 3.56504 -0.32735 0.0 0.2 -0.1
F 5.09583 3.35296 -0.90846 -0.2 -0.3 0.1
F 3.02734 3.94356 -1.18732 0.0 0.2 -0.1
S 3.20988 1.89067 0.28689 2.0 0.5 1.0
O 2.74240 1.21644 -0.98986 -0.6 -0.6 -1.0
O 4.00500 1.14184 1.17019 0.0 0.1 -0.2
O 1.82823 2.25300 0.82979 -1.3 0.1 0.0
N 1.33025 -1.42010 3.73280 0.8 -0.1 0.4
C 0.05322 -1.32866 2.99045 -0.7 -0.1 -1.1
P 0.46801 -1.83634 1.22337 -0.2 -0.1 0.0
O 1.70988 -2.63720 1.36008 0.2 -0.3 0.2
O 0.54721 -0.61804 0.30855 0.1 1.4 -0.6
C -0.80798 -3.05160 0.55972 -0.1 1.2 0.7
N -0.04990 -4.09916 -0.15696 0.4 -0.5 -0.4
H 1.23154 -1.83794 4.67151 0.0 0.1 -0.3
H 1.79154 -0.50720 3.85343 -0.2 -0.3 0.0
H 1.96810 -2.02043 3.14984 -0.1 0.1 0.3
H -0.37706 -0.33023 3.02757 0.1 0.0 0.2
H -0.67070 -2.03067 3.40454 0.1 0.0 0.1
H -1.53500 -2.54863 -0.07534 0.1 -0.2 -0.1
H -1.33167 -3.49163 1.40866 0.0 -0.1 -0.1
H 0.06218 -3.87570 -1.15820 0.0 -0.1 0.3
H -0.49401 -5.03143 -0.09893 0.2 0.4 0.0
H 0.90778 -4.13082 0.26476 -0.3 -0.2 -0.2
```
Positions in Å, forces in eV/Å.

Values from the calculation:
2S+1: 5
Total charge: +3
Electronic energy (Eh): -3562.18228
HOMO-LUMO gap (spin up / spin down) (Eh): 0.3311 / 0.2614

Mulliken population analysis, charges in e, atoms 1 to 5: Os 3.458; F -0.118; C 0.692; F -0.124; F -0.186



(6)
Below is B2H22NiO7 as an isolated structure at a distorted geometry, with properties calculated with the ωB97M-V functional and the def2-TZVPD basis.

```
32
Properties=species:S:1:pos:R:3:forces:R:3
Ni -0.61277 -0.03509 -1.61764 0.4 -0.2 0.2
B -1.03373 -2.31529 -1.30776 -0.1 -0.3 -0.1
H -0.59551 -2.63542 -0.25343 0.4 0.1 0.1
H -0.15808 -1.86462 -2.03704 0.4 0.1 -0.3
H -1.50425 -3.26514 -1.85666 -0.2 0.1 -0.5
H -1.91028 -1.50186 -1.11976 -0.4 0.1 0.0
B 0.42412 0.11959 0.44913 0.0 -0.9 0.3
H -0.23709 -0.69516 1.00330 -0.3 0.0 0.3
H 0.95262 -0.46976 -0.43110 0.5 -0.5 -0.2
H -0.25270 0.97297 -0.03114 -0.6 1.1 -0.1
H 1.28242 0.54457 1.14811 0.2 0.8 -0.1
O -2.67304 -2.72865 1.48541 -0.3 0.1 0.1
H -1.84898 -2.48015 1.91279 0.1 0.0 0.0
H -2.51426 -2.52308 0.55684 0.1 -0.1 0.0
O 0.31188 0.96482 3.48987 0.0 -0.1 0.2
H 0.61419 0.50206 2.69804 -0.2 0.0 0.1
H -0.36014 1.56833 3.16406 -0.1 0.0 0.1
O 3.30783 -1.00762 1.05600 0.3 0.0 -0.1
H 2.50308 -0.58856 0.72556 0.0 -0.1 0.1
H 2.99860 -1.61647 1.73135 0.0 -0.1 0.0
O 1.51009 0.16117 -2.49632 0.0 0.2 -0.3
H 2.05198 -0.01801 -3.26980 -0.1 -0.2 -0.1
H 2.11690 0.21982 -1.75060 0.0 -0.1 0.2
O -2.53146 0.61240 -0.96228 -0.3 0.3 -0.2
H -3.32566 0.36327 -1.44677 -0.1 -0.3 0.0
H -2.73502 1.45229 -0.53840 0.1 0.0 0.2
O -0.59098 2.00295 -2.44224 -0.3 0.0 0.1
H -0.85032 2.69001 -1.82220 0.0 0.0 0.1
H -0.40323 2.45117 -3.27099 0.2 -0.2 -0.2
O 1.98730 3.41216 2.54080 0.1 0.3 -0.2
H 1.35585 2.90307 2.02664 0.0 -0.2 0.1
H 2.72067 2.80424 2.66623 0.0 -0.1 0.1
```
Positions in Å, forces in eV/Å.

Values from the calculation:
2S+1: 3
Total charge: 0
Electronic energy (Eh): -2097.70225
HOMO-LUMO gap (spin up / spin down) (Eh): 0.3226 / 0.2925

Mulliken population analysis, charges in e, atoms 1 to 5: Ni 0.093; B 0.201; H -0.216; H -0.036; H -0.147



(7)
Below is C5H5NO as an isolated structure at a distorted geometry, with properties calculated with the ωB97M-V functional and the def2-TZVPD basis.

```
12
Properties=species:S:1:pos:R:3:forces:R:3
C 0.13622 1.15937 -0.89761 -0.1 0.2 -0.1
C 0.36644 -0.05720 -0.03516 -0.2 0.4 0.0
O 1.52687 0.10972 0.65714 0.0 -0.3 0.0
C -0.78844 -0.40703 0.79692 -0.5 -0.1 0.2
C -1.75622 -0.58725 1.49091 0.5 0.1 -0.4
C 0.70633 -1.98111 -0.62395 -0.1 -0.1 -0.7
N 0.50943 -1.19269 -1.49666 0.1 -0.3 1.2
H -0.73654 1.00880 -1.53063 0.1 0.1 0.0
H -0.02469 2.01419 -0.23800 0.0 0.0 0.0
H 1.02635 1.32393 -1.50529 -0.2 0.0 0.0
H 1.64762 -0.62821 1.27587 0.0 0.1 -0.1
H -2.61335 -0.76250 2.10646 0.2 0.0 -0.1
```
Positions in Å, forces in eV/Å.

Values from the calculation:
2S+1: 1
Total charge: 0
Electronic energy (Eh): -323.35067
HOMO-LUMO gap (Eh): 0.4133

Mulliken population analysis, charges in e, atoms 1 to 5: C -1.307; C 0.771; O -0.499; C -0.686; C 0.211